(1)
C24H47As2IrN6O8PS as an isolated structure, computed with ωB97M-V with the def2-TZVPD basis set.

Summary:
Lowest unoccupied orbital energy (spin up / spin down)   -9.91 / -12.69 eV
Multiplicity   6
Kohn-Sham gap (spin up / spin down)   8.06 / 6.52 eV
Net charge   +4

Element x y z (Å)
Ir (0.902, 0.676, 1.500)
C (-1.980, -0.085, 3.100)
C (-0.881, 0.186, 4.113)
N (0.415, -0.319, 3.609)
C (0.495, -1.800, 3.539)
C (1.118, -2.250, 2.227)
N (0.508, -1.512, 1.091)
C (-0.917, -1.882, 0.835)
C (-1.794, -0.658, 0.658)
N (-1.553, 0.315, 1.740)
H (-2.257, -1.139, 3.087)
H (-2.879, 0.461, 3.389)
H (-0.767, 1.256, 4.290)
H (-1.128, -0.283, 5.070)
H (1.148, 0.020, 4.222)
H (1.082, -2.188, 4.373)
H (-0.508, -2.208, 3.654)
H (2.187, -2.032, 2.222)
H (1.000, -3.330, 2.101)
H (1.037, -1.726, 0.251)
H (-0.979, -2.507, -0.057)
H (-1.260, -2.494, 1.667)
H (-1.550, -0.157, -0.284)
H (-2.843, -0.962, 0.603)
H (-2.021, 1.178, 1.490)
N (3.161, 0.249, 0.562)
N (4.210, 1.009, 1.109)
C (4.016, 1.720, 2.225)
N (5.017, 2.400, 2.743)
S (2.476, 1.772, 3.009)
H (3.450, -0.727, 0.504)
H (2.932, 0.575, -0.382)
H (5.118, 0.974, 0.656)
H (5.958, 2.377, 2.369)
H (4.878, 2.927, 3.595)
C (-1.328, 3.003, -0.204)
P (0.024, 2.938, 0.999)
C (-0.571, 3.797, 2.471)
C (1.332, 3.969, 0.298)
H (-1.425, 4.036, -0.546)
H (-2.280, 2.705, 0.234)
H (-1.091, 2.379, -1.064)
H (-0.851, 4.815, 2.194)
H (0.211, 3.845, 3.227)
H (-1.447, 3.307, 2.891)
H (0.911, 4.942, 0.038)
H (1.728, 3.514, -0.608)
H (2.127, 4.109, 1.028)
C (-5.338, -2.694, -4.564)
O (-4.350, -1.652, -4.834)
C (-3.582, -1.273, -3.855)
O (-3.534, -1.672, -2.716)
C (-2.582, -0.225, -4.282)
C (-2.913, 1.015, -4.619)
As (-1.767, 2.539, -4.840)
C (-1.590, 3.179, -6.645)
C (-0.038, 2.034, -4.092)
C (0.231, 0.794, -3.678)
As (-0.733, -0.903, -4.111)
C (-0.417, -0.963, -6.045)
C (1.278, 0.551, -2.630)
O (1.103, 0.966, -1.496)
O (2.366, -0.150, -2.899)
C (2.590, -0.768, -4.195)
C (0.585, 3.244, -3.411)
O (-0.125, 3.860, -2.661)
O (1.843, 3.584, -3.607)
C (2.603, 3.047, -4.711)
C (-4.239, 1.721, -4.673)
O (-4.128, 2.946, -4.775)
O (-5.329, 1.053, -4.613)
C (-6.587, 1.813, -4.720)
H (-6.231, -2.390, -5.100)
H (-5.514, -2.768, -3.493)
H (-4.944, -3.624, -4.968)
H (-2.580, 3.478, -6.985)
H (-1.188, 2.366, -7.251)
H (-0.917, 4.036, -6.652)
H (-0.704, -0.027, -6.522)
H (-1.021, -1.775, -6.450)
H (0.631, -1.182, -6.243)
H (3.668, -0.768, -4.339)
H (2.102, -0.195, -4.982)
H (2.215, -1.792, -4.152)
H (3.415, 3.753, -4.864)
H (1.990, 2.988, -5.609)
H (3.007, 2.074, -4.441)
H (-7.353, 1.115, -4.405)
H (-6.712, 2.101, -5.760)
H (-6.534, 2.683, -4.071)

Results of the Mulliken charge analysis, in e, for atoms 1 through 8: Ir 2.794; C -0.766; C -0.921; N -0.414; C -0.739; C -0.869; N -0.421; C -0.865

(2)
One molecule with the formula C5H7NO, computed with ωB97M-V with the def2-TZVPD basis set.

Summary:
Lowest unoccupied orbital energy   0.91 eV
Energy above the lowest of the compared OMol25 structures with the same formula, charge and spin   398.5 kJ/mol
Kohn-Sham gap   9.08 eV

Element x y z (Å)
C (-1.801, 0.240, 0.155)
C (-0.988, 1.161, -0.349)
C (0.431, 1.395, 0.093)
O (0.903, 0.409, 1.007)
C (1.559, -0.644, 0.438)
N (0.957, -1.697, 0.083)
C (0.365, -2.774, -0.095)
H (-1.468, -0.442, 0.932)
H (-2.825, 0.147, -0.194)
H (-1.345, 1.838, -1.124)
H (0.497, 2.357, 0.617)
H (1.098, 1.452, -0.780)
H (2.639, -0.563, 0.335)
H (-0.023, -2.878, -1.119)

Results of the Mulliken charge analysis, in e, for atoms 1 through 8: C -0.793; C -0.066; C -0.382; O -0.393; C -0.225; N 0.029; C -0.309; H 0.271

(3)
A 4-piece molecular cluster, C4H12O3 overall at a distorted geometry, computed with ωB97M-V with the def2-TZVPD basis set.

Summary:
Lowest unoccupied orbital energy   0.64 eV
Energy above the lowest of the compared OMol25 structures with the same formula, charge and spin   160.2 kJ/mol
Kohn-Sham gap   9.54 eV
SMILES   C=CC=C.O.O.O

Element x y z (Å)
C (-1.277, -0.215, 2.545)
C (-1.107, -1.207, 1.679)
C (-1.953, -1.469, 0.512)
C (-1.591, -2.284, -0.464)
H (-2.210, 0.338, 2.564)
H (-0.540, 0.074, 3.279)
H (-0.275, -1.900, 1.788)
H (-2.884, -0.907, 0.518)
H (-2.194, -2.717, -1.253)
H (-0.649, -2.829, -0.437)
H (4.079, 1.461, -0.533)
H (4.699, 2.668, 0.136)
O (3.850, 2.252, -0.031)
H (1.017, -0.251, -0.908)
H (1.868, 0.785, -1.664)
O (1.876, -0.086, -1.304)
H (-1.635, 2.162, -1.884)
H (-0.322, 2.337, -2.605)
O (-0.751, 1.787, -1.939)

Results of the Mulliken charge analysis, in e, for atoms 1 through 8: C -0.761; C 0.031; C 0.043; C -0.852; H 0.224; H 0.254; H 0.284; H 0.271

(4)
A 2-piece molecular cluster, CH2NO4S overall at a distorted geometry, computed with ωB97M-V with the def2-TZVPD basis set.

Summary:
Lowest unoccupied orbital energy (spin up / spin down)   3.88 / 2.22 eV
Energy above the lowest of the compared OMol25 structures with the same formula, charge and spin   264.9 kJ/mol
Multiplicity   3
Kohn-Sham gap (spin up / spin down)   5.97 / 7.67 eV
Net charge   -1

Element x y z (Å)
C (-2.297, 0.564, 0.734)
N (-3.545, 0.604, 0.898)
O (0.680, 0.118, 1.355)
O (-0.576, -0.956, -0.406)
O (1.506, -2.046, 0.326)
O (-2.862, 1.199, -0.319)
S (0.758, -0.822, 0.167)
H (1.348, -0.183, -0.975)
H (-1.271, 0.425, 1.075)

Results of the Mulliken charge analysis, in e, for atoms 1 through 8: C 0.259; N -0.438; O -0.714; O -0.648; O -0.589; O -0.213; S 0.897; H 0.042

(5)
A 3-piece molecular cluster, C3H13NO3 overall at a distorted geometry, computed with ωB97M-V with the def2-TZVPD basis set.

Summary:
Lowest unoccupied orbital energy   0.66 eV
Energy above the lowest of the compared OMol25 structures with the same formula, charge and spin   154.7 kJ/mol
Kohn-Sham gap   10.19 eV
SMILES   CNCCO.O.O

Element x y z (Å)
C (1.406, -2.283, -0.350)
N (0.482, -1.095, -0.285)
C (0.185, -0.388, -1.553)
C (-0.725, 0.812, -1.357)
O (0.030, 2.002, -0.987)
H (0.825, -3.205, -0.312)
H (1.993, -2.224, 0.620)
H (2.141, -2.130, -1.271)
H (-0.341, -1.565, 0.153)
H (1.247, -0.146, -1.891)
H (-0.412, -1.056, -2.241)
H (-1.028, 1.015, -2.379)
H (-1.540, 0.467, -0.801)
H (0.182, 2.071, -0.049)
H (0.896, 0.114, 0.726)
H (1.437, 0.585, 2.018)
O (0.635, 0.655, 1.502)
H (-1.169, 0.294, 1.790)
H (-1.904, 0.901, 2.971)
O (-2.028, 0.305, 2.263)

Results of the Mulliken charge analysis, in e, for atoms 1 through 8: C -0.808; N -0.294; C -0.520; C -0.529; O -0.536; H 0.295; H 0.266; H 0.269

(6)
A 6-piece molecular cluster, H12O6 overall at a distorted geometry, computed with ωB97M-V with the def2-TZVPD basis set.

Summary:
Lowest unoccupied orbital energy   -0.05 eV
Energy above the lowest of the compared OMol25 structures with the same formula, charge and spin   158.7 kJ/mol
Kohn-Sham gap   10.84 eV
SMILES   O.O.O.O.O.O

Element x y z (Å)
O (15.108, 1.540, -18.302)
H (14.239, 1.808, -18.616)
H (15.522, 2.307, -17.897)
O (16.263, 2.575, -20.945)
H (17.120, 2.749, -21.334)
H (16.276, 1.786, -20.452)
O (18.509, 0.042, -18.659)
H (18.326, 0.140, -17.692)
H (17.663, -0.083, -19.083)
O (15.997, -0.150, -20.141)
H (16.128, -0.961, -19.643)
H (15.584, 0.436, -19.509)
O (15.660, 5.870, -20.823)
H (15.707, 6.799, -20.504)
H (16.091, 5.427, -20.106)
O (13.788, 1.844, -22.466)
H (14.523, 2.202, -22.040)
H (13.158, 1.900, -21.789)

Results of the Mulliken charge analysis, in e, for atoms 1 through 8: O -0.674; H 0.331; H 0.306; O -0.587; H 0.288; H 0.334; O -0.640; H 0.312

(7)
C24H18BrCl5IN2O2SV as an isolated structure at a distorted geometry, computed with ωB97M-V with the def2-TZVPD basis set.

Summary:
Lowest unoccupied orbital energy (spin up / spin down)   -6.99 / -6.30 eV
Energy above the lowest of the compared OMol25 structures with the same formula, charge and spin   113.6 kJ/mol
Multiplicity   3
Kohn-Sham gap (spin up / spin down)   6.81 / 7.54 eV
Net charge   +2

Element x y z (Å)
V (0.407, 0.155, -0.112)
Cl (-4.742, 5.028, 0.852)
C (-3.686, 3.689, 0.819)
C (-2.407, 3.831, 0.270)
Cl (-1.880, 5.323, -0.367)
C (-1.568, 2.727, 0.253)
Cl (0.034, 2.787, -0.390)
C (-1.961, 1.492, 0.773)
O (-1.117, 0.466, 0.727)
C (-3.237, 1.361, 1.328)
Cl (-3.680, -0.156, 1.977)
C (-4.097, 2.458, 1.346)
Cl (-5.658, 2.293, 2.019)
Br (-0.859, -4.219, 3.345)
C (0.053, -3.635, 1.808)
C (0.712, -4.528, 0.972)
C (1.335, -4.041, -0.166)
C (1.288, -2.687, -0.431)
N (0.667, -1.832, 0.391)
C (0.052, -2.288, 1.486)
H (0.726, -5.584, 1.206)
H (1.843, -4.707, -0.849)
H (1.735, -2.266, -1.322)
H (-0.477, -1.569, 2.100)
C (3.826, 6.838, -0.268)
C (3.754, 5.354, -0.436)
C (3.487, 4.521, 0.656)
C (3.449, 3.148, 0.513)
C (3.674, 2.593, -0.744)
C (3.934, 3.400, -1.848)
C (3.974, 4.772, -1.686)
S (3.612, 0.861, -1.052)
C (4.493, 0.167, 0.351)
O (2.150, 0.442, -0.808)
H (3.456, 7.152, 0.705)
H (3.250, 7.345, -1.043)
H (4.860, 7.173, -0.363)
H (3.318, 4.962, 1.630)
H (3.249, 2.522, 1.375)
H (4.112, 2.956, -2.820)
H (4.183, 5.403, -2.540)
H (3.930, 0.328, 1.269)
H (5.464, 0.659, 0.410)
H (4.627, -0.895, 0.159)
I (-0.978, -0.254, -2.648)
C (-2.452, -1.443, -1.643)
C (-3.784, -1.161, -1.872)
C (-4.705, -1.991, -1.245)
C (-4.249, -3.021, -0.439)
C (-2.882, -3.187, -0.286)
N (-1.985, -2.404, -0.889)
H (-4.092, -0.352, -2.518)
H (-5.765, -1.831, -1.390)
H (-4.936, -3.689, 0.060)
H (-2.482, -3.982, 0.332)

Results of the Mulliken charge analysis, in e, for atoms 1 through 8: V 1.099; Cl -0.139; C 0.468; C -0.270; Cl -0.163; C 0.700; Cl -0.152; C -0.669

(8)
One molecule with the formula C5H7NO, computed with ωB97M-V with the def2-TZVPD basis set.

Summary:
Lowest unoccupied orbital energy   0.96 eV
Energy above the lowest of the compared OMol25 structures with the same formula, charge and spin   317.5 kJ/mol
Kohn-Sham gap   8.78 eV
SMILES   CC1=C(N)[C@@H]2O[C@H]12

Element x y z (Å)
C (-1.814, 0.259, 0.643)
C (-0.464, -0.178, 0.198)
C (0.132, -1.544, -0.112)
O (0.643, -1.574, -1.463)
C (1.384, -0.894, -0.446)
C (0.691, 0.430, -0.134)
N (1.173, 1.720, -0.182)
H (-2.597, 0.016, -0.082)
H (-1.832, 1.337, 0.819)
H (-2.084, -0.224, 1.588)
H (0.002, -2.493, 0.395)
H (2.395, -1.204, -0.208)
H (0.473, 2.449, -0.152)
H (1.897, 1.902, -0.863)

Results of the Mulliken charge analysis, in e, for atoms 1 through 8: C -1.134; C 0.192; C -0.155; O -0.418; C -0.178; C 0.051; N -0.491; H 0.278

- Which formula does entry 8 have?
  C5H7NO